Arrangement one

The molecule C4H6N4O. Source: OMol25; level of theory: ωB97M-V/def2-TZVPD.

Properties
Orbital gap, eV: 9.732
SMILES string: N/N=C/C1(O)C=NN=C1
Total charge: 0

Each line ends with the natural charge from an NBO analysis.
Element x y z (Å)
C -0.486 0.066 0.429  0.03
C 0.300 -0.237 -0.590  0.06
C -0.141 -0.758 -2.011  0.10
C 0.874 1.212 -1.058  0.06
H -1.350 -1.087 3.108  0.37
H -1.745 0.639 2.782  0.33
H -0.998 1.153 0.268  0.17
H 1.613 -0.991 0.622  0.49
H -0.491 -1.741 -2.009  0.22
H 1.392 1.769 -0.361  0.20
N -0.831 -0.027 2.864  -0.62
N -0.230 -0.342 1.613  -0.27
N 0.094 0.099 -2.971  -0.23
N 0.714 1.403 -2.294  -0.23
O 1.285 -1.157 -0.390  -0.68

Arrangement two

A structure of composition C4H6N4O. Source: OMol25; level of theory: ωB97M-V/def2-TZVPD.

Properties
Orbital gap, eV: 10.729
Total charge: 0

Each line ends with the natural charge from an NBO analysis.
Element x y z (Å)
C 0.510 0.588 0.858  -0.01
C -0.945 0.960 0.470  -0.43
C -1.392 -0.737 0.267  -0.24
C 0.870 -0.531 -0.262  0.34
H 2.180 1.549 0.516  0.48
H 0.582 0.279 2.101  0.23
H -1.721 1.855 1.223  0.27
H -0.748 1.583 -0.756  0.27
H -1.237 -1.413 1.461  0.21
H -2.397 -1.075 -0.231  0.25
N -0.300 -1.046 -0.683  -0.30
N 0.124 -1.776 -1.934  -0.03
N 1.337 -1.387 -2.209  -0.01
N 1.891 -0.661 -1.107  -0.33
O 1.247 1.811 0.287  -0.71

Preferred: arrangement one; penalty for the next structure: 26.6 kcal/mol.

Arrangement one

The molecule C26H28N4O2. Source: OMol25; level of theory: ωB97M-V/def2-TZVPD.

Properties
Orbital gap, eV: 9.244
SMILES string: CN(Cc1cccnc1)C(=O)C[C@H]1C(=O)NCCN1Cc1ccc(-c2ccccc2)cc1
Total charge: 0

Each line ends with the natural charge from an NBO analysis.
Element x y z (Å)
C 0.784 -0.607 -4.981  -0.41
N 0.810 -0.297 -3.568  -0.44
C 2.004 -0.058 -2.982  0.70
O 3.045 -0.019 -3.613  -0.64
C 2.002 0.247 -1.490  -0.50
H 1.142 0.856 -1.215  0.24
H 2.902 0.834 -1.306  0.24
C 2.058 -1.006 -0.581  -0.14
N 2.887 -0.715 0.576  -0.45
C 4.288 -0.927 0.294  -0.22
H 4.562 -0.272 -0.537  0.21
H 4.876 -0.644 1.169  0.21
C 4.597 -2.372 -0.105  -0.23
N 3.668 -2.785 -1.131  -0.61
C 2.465 -2.243 -1.384  0.67
O 1.712 -2.727 -2.211  -0.64
H 3.901 -3.599 -1.683  0.41
H 5.617 -2.447 -0.491  0.21
H 4.511 -3.037 0.766  0.18
C 2.397 -1.318 1.803  -0.24
C 1.035 -0.760 2.126  -0.04
C -0.008 -1.582 2.528  -0.20
C -1.262 -1.057 2.780  -0.20
C -1.505 0.305 2.632  -0.06
C -0.453 1.129 2.235  -0.20
C 0.798 0.603 1.988  -0.16
H 1.606 1.242 1.664  0.22
H -0.626 2.186 2.096  0.22
C -2.845 0.862 2.871  -0.07
C -3.983 0.190 2.430  -0.16
C -5.241 0.724 2.637  -0.22
C -5.385 1.934 3.294  -0.21
C -4.261 2.609 3.742  -0.20
C -3.001 2.080 3.530  -0.20
H -2.129 2.603 3.894  0.22
H -4.367 3.551 4.259  0.22
H -6.368 2.350 3.457  0.22
H -6.114 0.195 2.282  0.21
H -3.878 -0.746 1.900  0.21
H -2.059 -1.710 3.107  0.22
H 0.159 -2.644 2.643  0.21
H 3.097 -1.052 2.602  0.21
H 2.339 -2.419 1.754  0.17
H 1.044 -1.210 -0.219  0.24
C -0.412 -0.532 -2.830  -0.24
C -1.022 0.707 -2.227  -0.07
C -0.871 1.961 -2.816  0.03
N -1.415 3.065 -2.339  -0.41
C -2.153 2.980 -1.246  0.02
C -2.375 1.789 -0.572  -0.25
C -1.794 0.636 -1.072  -0.18
H -1.935 -0.312 -0.570  0.22
H -2.984 1.762 0.318  0.23
H -2.581 3.910 -0.897  0.19
H -0.272 2.082 -3.709  0.20
H -0.241 -1.287 -2.057  0.23
H -1.135 -0.959 -3.533  0.23
H 1.757 -0.353 -5.397  0.25
H 0.600 -1.672 -5.135  0.20
H 0.007 -0.024 -5.478  0.19

Arrangement two

The molecule C26H28N4O2. Source: OMol25; level of theory: ωB97M-V/def2-TZVPD.

Properties
Orbital gap, eV: 8.447
SMILES string: COc1ccc([C@H]2CC(=O)c3c(C)nc(N4CCN(c5ccccc5)CC4)nc3C2)cc1
Total charge: 0

Each line ends with the natural charge from an NBO analysis.
Element x y z (Å)
C 7.605 1.229 0.560  -0.25
H 7.998 0.930 -0.417  0.17
O 6.308 1.763 0.455  -0.49
C 5.313 0.960 -0.017  0.31
C 5.474 -0.357 -0.430  -0.32
C 4.383 -1.070 -0.892  -0.12
C 3.114 -0.510 -0.956  -0.08
C 2.965 0.810 -0.547  -0.19
C 4.045 1.534 -0.086  -0.25
H 3.928 2.558 0.232  0.22
H 2.001 1.293 -0.585  0.22
C 1.968 -1.373 -1.434  -0.22
C 0.719 -0.598 -1.840  -0.45
C -0.025 -0.047 -0.664  0.37
N -0.899 0.903 -0.933  -0.56
C -1.592 1.408 0.091  0.62
N -1.368 1.127 1.377  -0.56
C -0.501 0.174 1.661  0.39
C 0.184 -0.522 0.642  -0.36
C 1.070 -1.654 0.905  0.59
O 1.372 -2.040 2.017  -0.56
C 1.571 -2.367 -0.334  -0.50
H 0.761 -3.006 -0.696  0.23
H 2.411 -3.003 -0.049  0.23
C -0.318 -0.129 3.105  -0.66
H 0.728 -0.009 3.382  0.25
H -0.942 0.534 3.698  0.22
H -0.579 -1.168 3.300  0.24
N -2.557 2.318 -0.191  -0.40
C -3.484 2.655 0.864  -0.24
H -3.994 3.577 0.574  0.20
C -4.489 1.483 1.041  -0.23
N -4.480 0.638 -0.138  -0.45
C -3.753 -0.550 -0.151  0.26
C -3.613 -1.321 1.010  -0.28
C -2.914 -2.510 1.004  -0.19
C -2.354 -2.998 -0.164  -0.27
C -2.523 -2.274 -1.329  -0.19
C -3.203 -1.071 -1.327  -0.31
H -3.281 -0.538 -2.261  0.21
H -2.117 -2.643 -2.260  0.21
H -1.809 -3.930 -0.164  0.21
H -2.812 -3.066 1.924  0.21
H -4.059 -1.001 1.939  0.21
C -4.529 1.467 -1.323  -0.24
H -4.744 0.864 -2.203  0.22
C -3.201 2.259 -1.485  -0.25
H -3.397 3.276 -1.837  0.20
H -2.513 1.764 -2.170  0.25
H -5.364 2.161 -1.185  0.20
H -4.210 0.906 1.917  0.22
H -5.503 1.871 1.186  0.20
H -2.923 2.821 1.782  0.25
H 0.035 -1.272 -2.365  0.24
H 0.955 0.218 -2.526  0.24
H 2.321 -1.945 -2.301  0.22
H 4.529 -2.092 -1.213  0.20
H 6.439 -0.839 -0.399  0.22
H 8.222 2.030 0.965  0.20
H 7.634 0.372 1.242  0.18

Preferred: arrangement one; penalty for the next structure: 6.9 kcal/mol.